The following is a quantum chemistry calculation of C20H33NO4 in the gas phase, from the Open Molecules 2025 dataset.

Each line ends with the Mulliken charge.
Cartesian coordinates (Å):
C (-3.88858, 2.97609, 0.69298)  -1.299
C (-2.89484, 2.29943, -0.23581)  -0.108
H (-2.19020, 3.03309, -0.64809)  0.130
O (-2.19023, 1.31820, 0.50990)  -0.236
C (-1.37709, 0.48712, -0.23303)  -0.649
C (-0.89824, -0.68321, 0.63827)  0.881
C (-2.09859, -1.44540, 1.21526)  -1.149
C (-2.59556, -0.86510, 2.53640)  -0.314
C (-3.82810, -1.61011, 3.04989)  -0.636
O (-4.36008, -1.04054, 4.22230)  -0.527
H (-3.66242, -0.99342, 4.88550)  0.332
H (-3.58136, -2.67029, 3.21813)  0.275
H (-4.63357, -1.56025, 2.31349)  0.326
H (-1.79862, -0.93309, 3.28335)  0.404
H (-2.84355, 0.18695, 2.40009)  0.204
H (-1.82086, -2.48990, 1.37286)  0.503
H (-2.91259, -1.43233, 0.48682)  0.384
H (-0.31544, -0.24541, 1.45255)  0.010
C (0.00548, -1.60340, -0.20417)  0.657
C (0.83494, -0.79701, -1.15093)  -1.008
C (0.69612, 0.51643, -1.32234)  0.143
C (1.62081, 1.28307, -2.20779)  -0.057
O (2.52228, 0.74782, -2.82670)  -0.711
N (1.35941, 2.60628, -2.24304)  -0.073
C (2.12369, 3.53402, -3.00292)  -0.175
C (1.44685, 4.72006, -3.61995)  -0.642
C (2.38088, 4.90598, -2.45757)  -0.619
H (3.34471, 5.35638, -2.63432)  0.254
H (1.95124, 5.15811, -1.49977)  0.240
H (1.76623, 5.04246, -4.59830)  0.253
H (0.38941, 4.84771, -3.44323)  0.230
H (2.90540, 3.02216, -3.54869)  0.561
H (0.60120, 2.95286, -1.67468)  0.170
O (-0.29390, 1.26076, -0.73212)  -0.514
H (1.61682, -1.28854, -1.70585)  0.538
H (-0.64116, -2.27183, -0.79023)  0.374
C (0.90384, -2.49345, 0.68635)  0.277
C (2.08792, -1.72681, 1.27919)  -0.816
C (2.90390, -2.63209, 2.19791)  -0.902
C (3.41160, -3.84938, 1.43234)  -0.667
C (2.24141, -4.61713, 0.82671)  -0.713
C (1.42069, -3.70933, -0.08553)  -1.015
H (2.04559, -3.37964, -0.91676)  0.194
H (0.57917, -4.26976, -0.50040)  0.411
H (2.61066, -5.47352, 0.25884)  0.402
H (1.60443, -4.99842, 1.62890)  0.336
H (4.08022, -3.52017, 0.63418)  0.315
H (3.98000, -4.50069, 2.09955)  0.350
H (3.74637, -2.07407, 2.61139)  0.401
H (2.28041, -2.96314, 3.03253)  0.349
H (2.72608, -1.36010, 0.47371)  0.333
H (1.73450, -0.85992, 1.84088)  0.354
H (0.29039, -2.86248, 1.51619)  0.432
H (-1.92650, 0.08533, -1.11355)  0.435
H (-3.41528, 1.81335, -1.07502)  0.332
H (-3.36153, 3.44330, 1.51985)  0.294
H (-4.44606, 3.73363, 0.14954)  0.445
H (-4.58068, 2.24162, 1.09539)  0.300

Properties
Highest occupied orbital energy   -8.89 eV
ΔE to the lowest compared entry with this formula, charge and spin   0.1832 eV
Charge   0
E   -30955.258 eV
Kohn-Sham gap   9.60 eV
Structure (SMILES)   CCO[C@H]1OC(C(=O)NC2CC2)=C[C@@H](C2CCCCC2)[C@@H]1CCCO